# C27H81O36P9

A 9-piece molecular cluster, C27H81O36P9 overall at a distorted geometry (wB97M-V/def2-TZVPD, the Open Molecules 2025 dataset).

```
153
Properties=species:S:1:pos:R:3:forces:R:3
C 4.5130 1.6675 3.5121 -0.40 0.71 -0.15
O 4.7363 0.9427 2.3007 0.18 -0.19 -0.28
P 5.9909 -0.0345 2.1533 0.46 0.11 0.43
O 7.1812 0.3299 2.9148 -0.09 0.32 0.27
O 6.2050 -0.0953 0.5919 -0.58 -0.31 0.15
C 6.5514 1.0895 -0.1005 0.33 1.13 -0.84
O 5.4795 -1.4661 2.5609 -0.35 0.19 -0.47
C 4.3689 -2.0988 1.9011 0.64 -1.28 0.48
H 5.4432 1.8309 4.0509 -0.03 -0.27 0.14
H 3.7249 1.2030 4.1036 0.29 -0.32 0.12
H 4.1133 2.6430 3.2252 0.12 -0.03 -0.09
H 7.4764 0.9460 -0.6588 -0.02 -0.31 0.11
H 6.7108 1.9780 0.5184 -0.04 -0.39 0.46
H 5.7814 1.3661 -0.8179 -0.22 -0.38 -0.03
H 3.8023 -1.4677 1.2269 0.00 0.18 0.13
H 3.7633 -2.5551 2.6857 -0.32 0.47 -0.04
H 4.7893 -2.9670 1.3870 -0.12 0.27 -0.42
C -0.9744 -0.0264 -2.6341 1.44 -0.69 0.14
O -2.3691 0.0608 -2.9251 0.09 0.85 0.22
P -2.9555 1.4824 -3.3185 -0.24 0.49 -0.63
O -2.8781 2.6033 -2.3802 0.09 -0.35 0.22
O -4.4376 1.1776 -3.7538 0.15 0.02 0.61
C -4.7752 0.0476 -4.5481 0.09 -0.21 -0.55
O -2.2142 1.7637 -4.7010 0.87 -0.23 0.13
C -2.3241 3.0438 -5.3166 -0.49 0.36 -0.46
H -0.4396 0.8388 -2.2268 -0.86 0.52 -0.07
H -0.4006 -0.2727 -3.5315 -0.36 -0.21 -0.09
H -0.8150 -0.8041 -1.8853 -0.29 -0.18 -0.16
H -3.9022 -0.4985 -4.9085 0.11 0.03 0.26
H -5.2795 0.4075 -5.4421 -0.33 -0.01 0.13
H -5.3949 -0.6096 -3.9489 -0.13 -0.10 -0.10
H -1.3894 3.5855 -5.4621 0.36 -0.53 0.48
H -2.9730 3.6908 -4.7258 -0.13 0.00 -0.19
H -2.7122 2.8720 -6.3222 -0.29 0.13 0.15
C 2.7506 -2.6264 -1.9529 -0.40 -0.25 0.27
O 3.9471 -2.2975 -2.6681 0.01 -0.29 -0.37
P 4.1013 -0.9546 -3.4646 0.84 0.53 0.14
O 4.3205 0.2321 -2.6386 -0.39 0.24 -0.10
O 2.8557 -0.9348 -4.4466 -0.48 -0.31 0.64
C 2.3305 0.3063 -4.8975 0.31 0.14 -1.77
O 5.3369 -1.1701 -4.4371 -0.21 -0.63 0.09
C 5.3391 -2.3063 -5.2995 0.72 -1.16 -0.41
H 2.3445 -3.5504 -2.3634 0.11 0.09 -0.12
H 1.9896 -1.8455 -2.0002 0.12 0.08 -0.11
H 2.9691 -2.8079 -0.9017 0.24 0.09 -0.06
H 2.5939 0.4002 -5.9610 0.16 0.00 0.15
H 2.7942 1.1482 -4.3999 -0.37 0.17 0.48
H 1.2438 0.2765 -4.9290 -0.01 0.10 0.72
H 5.4009 -2.0394 -6.3558 -0.33 0.46 0.17
H 4.5162 -3.0067 -5.1430 -0.27 0.43 0.05
H 6.2305 -2.9234 -5.1313 0.03 0.41 0.34
C -1.9059 0.6852 0.5131 -0.31 -0.58 -0.68
O -1.0173 0.1882 1.5218 0.16 0.88 0.35
P 0.4900 -0.1754 1.2347 0.47 -0.60 0.16
O 0.6917 -1.4998 0.6314 -0.17 -0.24 -0.36
O 1.1027 1.0267 0.4386 -0.21 -0.04 -0.53
C 2.3714 0.8169 -0.2605 0.39 0.44 1.31
O 1.2187 -0.0550 2.6373 -1.12 0.44 0.29
C 0.7322 -0.8502 3.7425 1.17 -0.22 -0.12
H -2.3946 -0.1883 0.0766 -0.12 0.17 -0.16
H -1.3947 1.2342 -0.2734 0.22 -0.02 0.11
H -2.6672 1.3521 0.9082 0.18 -0.11 0.55
H 3.0581 1.4948 0.2479 0.06 0.20 -0.46
H 2.2771 1.0362 -1.3139 -0.09 -0.06 -0.09
H 2.7753 -0.1682 -0.0357 -0.32 -0.18 -0.49
H 0.7728 -0.2486 4.6473 0.04 0.16 -0.10
H 1.4838 -1.6413 3.8032 -0.41 -0.27 0.40
H -0.2701 -1.2595 3.6257 0.00 0.11 -0.33
C 1.3001 4.8619 -5.4582 -0.14 -0.33 -0.62
O 2.1858 4.4154 -4.4396 -0.15 -0.30 0.30
P 1.8029 4.6929 -2.9346 -0.05 -0.19 0.75
O 1.6183 6.0924 -2.5582 -0.15 0.27 -0.20
O 0.5642 3.7385 -2.6525 0.15 0.32 -0.42
C -0.1805 4.0003 -1.4505 0.10 -0.07 0.51
O 2.9327 3.9450 -2.1303 0.19 0.15 -0.08
C 4.1463 4.6407 -1.8165 0.14 0.31 0.04
H 1.0944 4.0069 -6.1038 0.13 0.03 -0.09
H 1.8036 5.6355 -6.0282 -0.12 0.16 -0.04
H 0.3339 5.2036 -5.0919 0.13 0.26 0.28
H 0.3626 4.6254 -0.7380 0.17 0.07 -0.27
H -0.3269 3.0391 -0.9660 -0.29 -0.01 -0.08
H -1.1169 4.4910 -1.6957 -0.08 -0.19 -0.09
H 4.0271 5.7263 -1.7657 -0.38 -0.11 -0.13
H 4.8850 4.4238 -2.5870 0.13 -0.21 0.23
H 4.4362 4.3175 -0.8221 0.29 -0.26 -0.10
C 1.2334 -8.6166 0.8072 0.38 -0.07 0.23
O 0.2632 -7.5935 0.5541 0.13 0.38 -0.23
P 0.6857 -6.0902 0.7688 0.00 0.41 -0.11
O 2.1044 -5.8016 0.5402 0.15 -0.01 0.03
O -0.3048 -5.2388 -0.1160 -0.11 -0.11 -0.30
C -0.0404 -5.0028 -1.5053 0.15 -0.33 -0.22
O 0.1284 -5.7747 2.2125 -0.45 -0.19 0.11
C 0.4986 -4.5502 2.8327 1.61 0.20 0.22
H 2.1899 -8.2399 1.1753 -0.24 0.35 0.16
H 1.4923 -9.1175 -0.1226 -0.46 -0.26 0.00
H 0.7832 -9.2503 1.5642 0.14 -0.41 -0.20
H 0.6899 -5.7063 -1.9162 0.00 -0.02 0.22
H 0.3611 -3.9986 -1.6461 -0.26 0.02 0.17
H -0.9731 -5.1530 -2.0473 -0.06 0.16 0.14
H 1.1020 -4.8003 3.7094 -0.34 -0.02 0.19
H -0.3302 -3.9123 3.1197 -0.36 -0.26 -0.23
H 1.2038 -4.0041 2.1987 -0.37 0.22 -0.15
C -7.8788 7.0066 0.4898 -0.96 -0.77 0.83
O -6.5353 6.6480 0.7629 0.69 0.71 -0.03
P -5.8244 5.4372 0.0759 0.70 0.01 -0.24
O -6.4949 4.1439 0.1678 -0.33 -0.26 -0.40
O -5.5158 6.0133 -1.3797 -0.44 -0.62 0.00
C -5.4083 5.1182 -2.4923 0.09 0.22 -0.83
O -4.4066 5.4651 0.7726 -0.40 0.60 0.24
C -3.5346 4.3591 0.6620 0.70 -0.52 1.42
H -8.4694 6.0863 0.5082 -0.15 0.13 -0.17
H -8.0959 7.5518 -0.4265 0.69 -0.01 -0.19
H -8.1982 7.5994 1.3433 0.00 0.16 -0.09
H -6.0629 5.5114 -3.2721 -0.04 -0.12 0.04
H -5.6691 4.0809 -2.2878 -0.12 0.12 0.38
H -4.3904 5.1337 -2.8866 0.05 0.06 0.24
H -3.0254 4.2699 1.6300 0.00 0.22 -0.08
H -2.7478 4.5321 -0.0657 -0.33 -0.13 -0.46
H -4.0615 3.4100 0.5771 -0.14 0.12 -0.68
C 1.3816 1.2162 10.8566 -0.26 0.58 0.83
O 0.2438 0.7022 10.1471 0.16 -0.18 -0.16
P 0.5225 -0.0723 8.8076 0.44 -0.28 0.41
O 1.2928 0.6480 7.7915 -0.18 -0.07 -0.39
O 1.2450 -1.3933 9.3170 0.25 -0.02 0.27
C 2.1151 -2.1794 8.4958 -0.62 -0.03 -0.65
O -0.9394 -0.5428 8.4371 0.10 -0.01 0.07
C -1.2353 -0.7522 7.0621 -0.83 0.88 -0.64
H 1.1415 2.2456 11.1265 0.03 -0.02 -0.16
H 2.3213 1.2209 10.3087 -0.16 -0.23 -0.30
H 1.4906 0.6722 11.7951 0.05 -0.22 -0.18
H 1.6503 -3.1579 8.3585 0.18 -0.06 0.29
H 3.0933 -2.2611 8.9576 -0.01 0.01 0.07
H 2.1941 -1.7504 7.4935 0.25 0.20 0.18
H -0.3482 -0.6952 6.4380 0.08 -0.30 0.05
H -1.8892 0.0641 6.7427 0.10 0.05 -0.03
H -1.8219 -1.6528 6.8997 0.37 -0.33 0.34
C -2.7127 -3.1566 0.6366 0.83 0.63 -0.14
O -3.1062 -2.7927 -0.7161 -0.15 -0.36 0.12
P -4.1252 -3.7194 -1.4896 0.08 -0.05 0.85
O -3.8587 -5.1529 -1.4282 0.25 -0.40 -0.23
O -5.4948 -3.3181 -0.8048 -0.33 0.46 -0.99
C -6.7088 -3.9636 -1.2467 0.01 -0.28 0.71
O -4.1442 -3.0967 -2.9420 -0.14 0.41 0.42
C -2.9796 -3.1865 -3.7428 0.65 0.07 -1.12
H -2.8714 -2.2528 1.2279 -0.11 -0.25 0.14
H -1.6432 -3.3657 0.5964 -0.10 0.04 0.08
H -3.2049 -4.0255 1.0707 -0.36 0.08 -0.37
H -7.2710 -3.4083 -1.9971 0.44 0.27 -0.09
H -7.3202 -4.0122 -0.3467 -0.09 -0.22 -0.14
H -6.4739 -4.9648 -1.6087 -0.13 0.00 0.04
H -2.1219 -3.7014 -3.3122 -0.36 -0.31 0.43
H -2.5898 -2.2033 -4.0100 -0.41 0.21 0.23
H -3.2536 -3.6863 -4.6707 0.02 -0.13 0.04
```
Positions in Å, forces in eV/Å.

Values from the calculation:
Kohn-Sham gap   10.52 eV
Net charge   0

These are the Mulliken partial charges, in e, on atoms 1 to 5:
1. C -0.83
2. O 0.33
3. P 0.60
4. O -0.78
5. O -0.12